Density functional theory data (ωB97M-V/def2-TZVPD) for an isolated molecule of C10H17NOS at a distorted geometry.

Atoms and positions in Å:
C (1.0977, 4.9225, -2.1070)
C (-0.3934, 1.3186, -0.2860)
C (1.5707, 2.7621, -0.7560)
C (0.6470, 2.2576, 0.3266)
C (1.3346, 3.8364, -1.4434)
C (-0.2110, -3.4936, -0.1296)
C (-1.5937, -2.9069, -0.4625)
C (0.4731, -2.4054, 0.7243)
C (-1.6575, -1.6245, 0.3817)
C (1.4086, 1.5812, 1.4625)
N (-0.2840, -1.1862, 0.5305)
O (1.6816, -0.3328, -0.8707)
S (0.2265, -0.3322, -0.9073)
H (0.5110, 4.9151, -3.0137)
H (1.5011, 5.8789, -1.8112)
H (-1.1622, 1.0805, 0.4459)
H (-0.8550, 1.7946, -1.1530)
H (2.4209, 2.1347, -0.9841)
H (0.0945, 3.1178, 0.7304)
H (-0.2916, -4.4283, 0.4221)
H (0.3601, -3.6806, -1.0373)
H (-1.6581, -2.6512, -1.5207)
H (-2.4070, -3.5892, -0.2243)
H (0.4348, -2.6593, 1.7878)
H (1.5116, -2.2272, 0.4454)
H (-2.2670, -0.8452, -0.0764)
H (-2.0528, -1.8393, 1.3797)
H (2.0433, 0.7908, 1.0738)
H (0.7091, 1.1446, 2.1726)
H (2.0315, 2.3034, 1.9858)

Orbital gap = 9.2056 eV
Charge = 0
HOMO energy = -8.4 eV
DFT total energy = -919.31743 hartree
Energy above the lowest of the compared OMol25 structures with the same formula, charge and spin = 2.419 eV



Density functional theory data (ωB97M-V/def2-TZVPD) for the ion C10H17NP with charge +1 at a distorted geometry.

Atoms and positions in Å:
C (-3.8984, -1.6673, -0.3066)
C (-0.2916, -0.9595, 0.0891)
C (-3.4408, -0.4675, -0.5814)
C (-0.0045, 0.2492, -0.2713)
C (-2.7632, 1.5634, 0.2879)
C (3.3839, -0.7495, -0.5045)
C (3.7488, 0.1464, 0.6990)
C (2.3357, 0.0816, -1.2304)
C (2.3156, 0.7949, 1.0799)
C (-3.7699, 0.4048, 0.5722)
N (1.5250, 0.7984, -0.2472)
P (-1.2540, 1.9273, -0.2843)
H (-3.6420, -2.6468, -0.8461)
H (-4.4515, -1.9865, 0.4964)
H (0.1573, -1.7704, 0.5825)
H (-1.4778, -0.8524, 0.0108)
H (-2.7025, 0.0276, -1.1442)
H (4.2162, -0.9493, -1.1185)
H (2.8488, -1.7024, -0.1919)
H (4.1332, -0.4273, 1.5013)
H (4.4113, 0.9480, 0.3505)
H (2.7839, 0.6497, -1.9424)
H (1.7671, -0.5818, -1.8208)
H (1.7914, 0.1970, 1.7821)
H (2.2658, 1.7749, 1.5524)
H (-3.6647, -0.0809, 1.6260)
H (-4.8257, 0.7904, 0.2250)
H (1.5341, 1.7109, -0.6217)
H (-3.0315, 2.7771, 0.2564)

Orbital gap (alpha / beta) = 6.6450 / 4.9091 eV
Charge = +1
<S²> = 2.01
HOMO energy (alpha / beta) = -9.5 / -12.4 eV
Spin multiplicity = 3
DFT total energy = -786.70833 hartree



Density functional theory data (ωB97M-V/def2-TZVPD) for a structure of composition C10H17NV at a distorted geometry.

Atoms and positions in Å:
V (-0.0259, 0.9718, -0.6937)
C (-3.1052, 3.5272, -0.8706)
H (-3.8519, 2.6792, -0.8207)
H (-2.9516, 4.0945, 0.0738)
H (-3.5315, 4.2306, -1.6030)
H (-2.1504, 3.1088, -1.2129)
H (1.0959, 2.0098, -1.3276)
C (-1.0010, 0.5964, 1.9739)
N (-0.7990, -0.2336, 0.7778)
C (-2.0932, -0.7118, 0.2670)
C (0.1262, -1.3858, 1.0557)
C (1.3527, -1.3880, 0.1684)
C (2.3369, -2.3840, 0.2687)
C (3.4685, -2.3365, -0.5598)
C (3.6186, -1.2956, -1.4859)
C (2.6379, -0.3039, -1.5866)
C (1.5166, -0.3697, -0.7561)
H (-1.6597, 1.4594, 1.7364)
H (-0.0269, 1.0041, 2.3193)
H (-1.4604, 0.0034, 2.7961)
H (-1.9384, -1.2906, -0.6695)
H (-2.6057, -1.3592, 1.0132)
H (-2.7515, 0.1484, 0.0187)
H (0.4849, -1.3706, 2.1100)
H (-0.3905, -2.3634, 0.9194)
H (2.2304, -3.1880, 0.9857)
H (4.2293, -3.1021, -0.4811)
H (4.4949, -1.2568, -2.1212)
H (2.7499, 0.5057, -2.2951)

Orbital gap (alpha / beta) = 7.4419 / 7.9047 eV
Charge = 0
<S²> = 3.77
HOMO energy (alpha / beta) = -7.0 / -7.9 eV
Spin multiplicity = 4
DFT total energy = -1389.82561 hartree
Energy above the lowest of the compared OMol25 structures with the same formula, charge and spin = 0.162 eV



Density functional theory data (ωB97M-V/def2-TZVPD) for a structure of composition C10H18AlF6O3SSm at a distorted geometry.

Atoms and positions in Å:
O (2.9641, -1.6299, 1.7111)
S (3.8975, -1.5414, 0.5256)
O (4.7484, -2.7915, 0.5034)
O (4.9659, -0.2283, 0.6756)
C (2.9965, -1.4438, -1.1052)
C (1.5756, -0.6600, -0.9892)
C (0.4421, -1.7837, -0.8390)
Al (-1.4581, -1.1594, -1.2614)
C (-2.6998, -1.8962, 0.1962)
C (-3.8380, -0.8968, 0.7199)
F (-5.0387, -1.6287, 1.0465)
C (-1.6554, 0.8433, -1.6296)
C (-1.6936, 1.7873, -0.3267)
C (-0.2764, 2.4030, 0.1156)
C (0.0567, 1.8415, 1.5688)
F (-0.8464, 2.4526, 2.5003)
F (-0.1222, 0.4393, 1.7053)
C (1.5817, 2.1582, 1.9703)
F (2.0460, 1.0964, 2.7605)
F (1.6583, 3.3836, 2.6576)
F (2.4551, 2.2593, 0.8635)
H (4.7230, 0.3514, -0.0901)
H (3.7112, -0.9273, -1.8373)
H (2.8604, -2.5155, -1.4978)
H (1.4763, -0.0242, -1.9327)
H (1.6419, -0.0140, -0.0547)
H (0.6873, -2.6553, -1.5572)
H (0.4433, -2.2488, 0.2155)
H (-1.8795, -1.9088, -2.6319)
H (-3.2454, -2.8159, -0.2423)
H (-2.0316, -2.3091, 1.0335)
H (-4.0230, 0.0301, 0.0379)
H (-3.4528, -0.4591, 1.7160)
H (-0.7205, 1.1594, -2.2311)
H (-2.5564, 1.0945, -2.3301)
H (-2.3652, 2.6931, -0.5998)
H (-2.1652, 1.3203, 0.6004)
H (0.4887, 2.1409, -0.6836)
H (-0.3768, 3.5414, 0.1940)
Sm (-4.9749, 0.5420, -1.4780)

Orbital gap (alpha / beta) = 4.6422 / 4.7787 eV
Charge = +1
<S²> = 6.43
HOMO energy (alpha / beta) = -11.2 / -11.2 eV
Spin multiplicity = 5
DFT total energy = -2514.74396 hartree



Density functional theory data (ωB97M-V/def2-TZVPD) for a cluster of 3 separate species, C10H18BN2O12S2 in total at a distorted geometry.

Atoms and positions in Å:
O (1.2387, -3.9603, 2.7929)
O (0.2275, -4.7922, 2.2252)
C (0.2194, -4.5485, 0.8400)
C (-0.0397, -3.1015, 0.5004)
C (0.6441, -2.4857, -0.5557)
C (0.4197, -1.1554, -0.8574)
C (1.1155, -0.4688, -1.9919)
B (0.9610, 1.1107, -2.1867)
O (-0.2471, 1.7581, -1.9760)
O (2.0412, 1.7816, -2.6810)
C (-0.5054, -0.5328, -0.0226)
N (-1.1144, -1.2030, 0.9278)
N (-0.9331, -2.4760, 1.2348)
H (0.7165, -3.3186, 3.2946)
H (-0.5950, -5.1673, 0.4671)
H (1.1756, -4.8571, 0.4187)
H (1.3480, -3.0774, -1.1242)
H (2.1813, -0.6832, -1.9188)
H (0.7904, -0.9417, -2.9241)
H (-0.2174, 2.4171, -1.2733)
H (2.5495, 2.2746, -2.0242)
H (-0.7649, 0.5062, -0.1299)
H (-1.8063, -0.7110, 1.4879)
C (-5.0166, 0.3538, -1.9277)
C (-4.6304, 1.8159, -2.0259)
O (-4.6617, 2.2699, -0.6572)
S (-4.2256, 1.1033, 0.3139)
O (-2.8362, 1.2413, 0.6289)
O (-5.1722, 0.9688, 1.3509)
O (-4.3526, -0.0979, -0.7254)
H (-6.0905, 0.2203, -1.7996)
H (-4.6714, -0.2320, -2.7739)
H (-5.3262, 2.4036, -2.6157)
H (-3.6179, 1.9449, -2.4123)
C (3.0446, 2.1313, 2.5364)
C (3.5189, 0.8719, 1.8376)
O (3.9485, 1.3298, 0.5460)
S (4.5770, 2.8102, 0.6838)
O (5.9809, 2.7147, 0.7826)
O (3.9366, 3.6264, -0.2851)
O (3.9855, 3.1275, 2.1321)
H (2.0487, 2.4331, 2.2014)
H (3.0537, 2.0449, 3.6190)
H (2.7322, 0.1306, 1.7160)
H (4.3693, 0.4201, 2.3503)

Orbital gap = 9.0474 eV
Charge = +1
HOMO energy = -13.9 eV
DFT total energy = -2225.16060 hartree



Density functional theory data (ωB97M-V/def2-TZVPD) for a cluster of 4 separate species, C10H18Br6O3 in total at a distorted geometry.

Atoms and positions in Å:
Br (1.4995, -3.7384, -1.1534)
C (1.2737, -1.8043, -1.3782)
C (0.7114, -1.1766, -0.0696)
Br (0.3626, 0.7641, -0.3165)
H (0.5828, -1.6252, -2.2020)
H (2.2130, -1.3162, -1.6384)
H (1.3460, -1.3018, 0.8077)
H (-0.2653, -1.5576, 0.2287)
Br (4.5702, -0.8198, 0.2812)
C (4.2300, 1.0462, 0.2809)
C (3.8008, 1.4119, 1.6946)
Br (3.5598, 3.3628, 2.0073)
H (3.4747, 1.3034, -0.4618)
H (5.1645, 1.5773, 0.1000)
H (4.5730, 1.1674, 2.4240)
H (2.8506, 0.9376, 1.9400)
Br (2.3170, 1.2564, -3.4344)
C (0.8119, 2.5288, -3.1391)
C (1.2772, 3.6144, -2.1537)
Br (-0.1593, 5.0010, -2.0292)
H (-0.0515, 1.9620, -2.7907)
H (0.5200, 2.7992, -4.1539)
H (2.1944, 4.1406, -2.4184)
H (1.4149, 3.0495, -1.2318)
C (-3.3409, -0.2412, 1.9886)
C (-3.6169, -1.6939, 2.0678)
C (-4.7665, -2.1940, 1.1646)
O (-4.2021, -3.1787, 0.3433)
C (-2.9893, -3.1987, 0.4829)
O (-2.2891, -4.0613, -0.0808)
O (-2.5784, -2.3812, 1.4753)
H (-2.5762, 0.0355, 2.7144)
H (-4.2313, 0.2887, 2.3269)
H (-3.1454, 0.1177, 0.9781)
H (-3.8517, -2.0494, 3.0711)
H (-5.1164, -1.3902, 0.5170)
H (-5.5677, -2.6358, 1.7572)

Orbital gap (alpha / beta) = 9.6855 / 3.1432 eV
Charge = +1
<S²> = 0.76
HOMO energy (alpha / beta) = -13.0 / -12.9 eV
Spin multiplicity = 2
DFT total energy = -16061.25987 hartree